Record 1
# C17H19ClN4O5S7SbW

C17H19ClN4O5S7SbW as an isolated structure (the ωB97M-V functional and the def2-TZVPD basis, OMol25).

The spin multiplicity is 4. Its LUMO energy (spin up / spin down) is 3.97 / 2.01 eV. The energy above the lowest of the compared OMol25 structures with the same formula, charge and spin comes out at 95.0 kJ/mol. For the HOMO energy (spin up / spin down), the calculation gives -0.066 / -0.084 hartree. The expectation value of S² is 3.796. The calculation puts the HOMO-LUMO gap (spin up / spin down) at 5.76 / 4.30 eV. As for the net charge: -2.

```
55
C17H19ClN4O5S7SbW (the ωB97M-V functional and the def2-TZVPD basis)
W 0.1365 -0.2884 -0.6042
S -1.3081 -2.4241 -0.5016
C -1.0645 -3.2074 -1.9749
C -1.8995 -4.3459 -2.2402
N -2.5637 -5.2631 -2.4453
C -0.1079 -2.8355 -2.9236
S 0.9275 -1.5231 -2.7294
C 0.0267 -3.6195 -4.1213
N 0.1589 -4.2438 -5.0789
S 2.6753 4.1031 0.6351
Sb 2.2862 1.8683 0.8472
S 2.0849 0.9223 -1.4129
S -0.2390 1.4526 0.8302
N 1.4699 -1.4719 0.6021
C 2.0906 -1.9199 1.4675
N 2.8049 -2.3810 2.4531
C 2.4337 -3.6251 3.1504
C 2.3239 -3.3829 4.6462
O 3.5142 -2.7458 5.1239
C 3.6180 -1.4514 4.5503
C 3.8570 -1.5656 3.0565
H 3.2258 -4.3559 2.9562
H 1.4923 -3.9929 2.7456
H 2.2318 -4.3346 5.1686
H 1.4552 -2.7722 4.8531
H 4.4774 -0.9694 5.0163
H 2.7065 -0.8715 4.7456
H 4.8218 -2.0496 2.8726
H 3.8467 -0.5869 2.5742
O -0.9600 -3.2558 3.5470
Cl -1.1873 -1.8222 3.5213
O -2.0970 -1.4615 4.5741
O 0.0850 -1.1505 3.7186
O -1.7341 -1.4510 2.2404
S -1.5966 0.4312 -2.1818
C -2.9226 1.1552 -1.2502
C -3.3449 0.6753 -0.0111
C -4.3835 1.2960 0.6653
C -5.0296 2.3940 0.1126
C -4.6184 2.8723 -1.1239
C -3.5723 2.2605 -1.7989
H -2.8438 -0.1684 0.4458
H -4.6735 0.9218 1.6394
H -5.8370 2.8803 0.6469
H -5.1022 3.7387 -1.5606
H -3.2323 2.6482 -2.7514
C 2.7818 2.4175 -4.8657
S 1.3373 1.3803 -5.1317
C 0.7892 2.0527 -6.7105
H 3.5449 2.2452 -5.6265
H 3.1744 2.1526 -3.8851
H 2.5025 3.4715 -4.8487
H 0.6300 3.1301 -6.6396
H -0.1609 1.5771 -6.9506
H 1.4993 1.8437 -7.5130
```


Record 2
# C17H19ClN4O5S7SbW

C17H19ClN4O5S7SbW as an isolated structure (the ωB97M-V functional and the def2-TZVPD basis, OMol25).

The spin multiplicity is 4. Its LUMO energy (spin up / spin down) is 3.92 / 3.01 eV. The energy above the lowest of the compared OMol25 structures with the same formula, charge and spin comes out at 202.3 kJ/mol. For the HOMO energy (spin up / spin down), the calculation gives -0.066 / -0.073 hartree. The expectation value of S² is 3.800. The calculation puts the HOMO-LUMO gap (spin up / spin down) at 5.71 / 4.98 eV. As for the net charge: -2.

```
55
C17H19ClN4O5S7SbW (the ωB97M-V functional and the def2-TZVPD basis)
W -0.6872 0.4992 -0.3703
S -1.2939 -1.0821 1.6764
C -2.2121 -0.0775 2.7200
C -2.3978 -0.5284 4.0718
N -2.4847 -0.8465 5.1767
C -2.7479 1.1115 2.3248
S -2.0449 2.0198 1.0089
C -3.8270 1.7128 3.0379
N -4.7003 2.2118 3.6024
S -1.6920 4.1821 -3.9862
Sb -1.6887 2.6052 -2.2698
S 0.1029 2.8742 -0.7165
S -0.5943 0.5862 -2.8760
N 0.9431 0.5546 0.9050
C 1.7960 0.3777 1.6595
N 2.5097 0.4871 2.7545
C 3.8064 -0.1294 2.9620
C 3.8081 -0.7604 4.3450
O 3.4731 0.1924 5.3428
C 2.1694 0.7267 5.1250
C 2.0940 1.4365 3.7869
H 4.5906 0.6354 2.9087
H 3.9835 -0.8747 2.1878
H 4.7997 -1.1392 4.5922
H 3.0882 -1.5876 4.3681
H 1.9737 1.4211 5.9409
H 1.4290 -0.0809 5.1559
H 2.7748 2.2950 3.7750
H 1.0842 1.7826 3.5721
O 1.1933 -3.3430 -1.8096
Cl 0.9724 -2.6137 -0.6023
O 2.1890 -1.9876 -0.1570
O 0.4340 -3.4472 0.4201
O -0.0310 -1.5643 -0.9279
S -3.1023 -0.2709 -0.9074
C -3.0448 -2.0010 -1.2756
C -3.4881 -2.9239 -0.3287
C -3.4054 -4.2874 -0.5743
C -2.8826 -4.7538 -1.7719
C -2.4740 -3.8405 -2.7365
C -2.5654 -2.4790 -2.4966
H -3.8804 -2.5559 0.6104
H -3.7334 -4.9879 0.1855
H -2.7823 -5.8186 -1.9483
H -2.0631 -4.1910 -3.6764
H -2.2349 -1.7628 -3.2377
C 4.0781 0.7701 -0.8672
S 2.6280 0.7471 -1.9339
C 3.1665 -0.5215 -3.0880
H 4.2107 -0.1985 -0.3767
H 3.9031 1.5347 -0.1084
H 4.9846 1.0303 -1.4187
H 4.1141 -0.2474 -3.5575
H 2.3951 -0.5907 -3.8538
H 3.2609 -1.4868 -2.5889
```


Record 3
# C17H19FN4

C17H19FN4 in the gas phase (the ωB97M-V functional and the def2-TZVPD basis, OMol25).

The spin multiplicity is 1. Its LUMO energy is 0.01 eV. For the HOMO energy, the calculation gives -0.287 hartree. The calculation puts the HOMO-LUMO gap at 7.84 eV.

```
41
C17H19FN4 (the ωB97M-V functional and the def2-TZVPD basis)
F -0.3326 6.4439 2.9713
C -0.5306 5.0960 3.0438
C 0.7445 4.4970 2.3658
C 0.3917 3.2397 1.4478
C -0.7066 3.3608 0.3066
C -0.5256 2.2457 -0.7284
N -0.5826 0.9533 0.0586
C -0.6994 -0.2615 -0.6926
C -0.8715 -0.4119 -2.1244
C -0.7719 -1.6714 -2.6858
N -0.4408 -2.7022 -1.7859
C -0.5266 -2.5145 -0.3109
N -0.6387 -1.2520 0.1683
N -0.2458 -3.5323 0.3862
C 0.2893 -4.4165 -0.6197
C 0.8096 -5.6523 -0.4836
C 1.3193 -6.3510 -1.6518
C 1.0713 -5.7915 -2.9257
C 0.5745 -4.5336 -3.0666
C 0.0405 -3.9112 -1.9153
C -0.0660 0.8424 1.4936
C 0.0798 2.0391 2.3446
H -1.4330 4.7896 2.5599
H -0.6221 4.7829 4.0921
H 1.1972 5.3341 1.7508
H 1.5494 4.1438 3.1332
H 1.3943 3.0365 1.0069
H -0.4352 4.2825 -0.1171
H -1.7345 3.3564 0.7803
H 0.3119 2.3716 -1.4215
H -1.4953 2.4332 -1.3099
H -0.9859 0.4409 -2.8043
H -0.8014 -1.8532 -3.7965
H 0.8759 -5.9190 0.5796
H 1.7976 -7.2893 -1.5201
H 1.1503 -6.3219 -3.8650
H 0.6810 -4.0210 -4.0078
H 0.9645 0.4343 1.3499
H -0.6531 0.1438 2.1065
H 0.7525 1.8612 3.1333
H -0.8958 2.2776 2.7538
```